Molecular formula: C2H7N3
Method: DFT, the ωB97M-V functional and the def2-TZVPD basis

Properties
**Energy above the lowest of the compared OMol25 structures with the same formula, charge and spin**: 1.853 eV
**SMILES**: [H]/N=C/N(C)N
**M**: 73.10 Da
**HOMO-LUMO gap**: 9.574 eV

The geometry in XYZ format:
```
12
Properties=species:S:1:pos:R:3:forces:R:3
C 0.7227 1.1685 -0.1330 0.6 0.3 0.4
C -1.1803 -0.2571 0.4518 -0.3 -0.7 0.0
H 0.1193 2.0620 0.0429 -0.4 -0.4 -0.1
H 1.2507 1.3038 -1.0534 0.3 0.3 -0.7
H 1.5177 1.2225 0.6505 -0.5 -0.6 -0.1
H 1.6727 -1.1899 -0.0431 -1.9 -0.1 -1.5
H 1.0349 -1.0046 -1.6706 -0.2 -0.5 2.1
H -1.6752 0.7140 0.6625 0.4 -0.4 0.0
H -2.5668 -1.3489 1.2584 0.9 0.3 -0.7
N 0.0032 -0.0853 -0.2598 -0.7 1.1 0.8
N 0.7662 -1.1808 -0.6452 2.2 0.2 -0.6
N -1.6652 -1.4043 0.7389 -0.4 0.6 0.4
```
Positions in Å, forces in eV/Å.

The Löwdin scheme yields these atomic charges, measured in e: -0.10, -0.30, 0.08, 0.06, 0.09, 0.12, 0.11, 0.12, 0.04, -0.30, 0.02, 0.06

=====

Molecular formula: C2H7N3
Method: DFT, the ωB97M-V functional and the def2-TZVPD basis

Properties
**Energy above the lowest of the compared OMol25 structures with the same formula, charge and spin**: 1.371 eV
**SMILES**: [H]/N=C(/N)CN
**M**: 73.10 Da
**HOMO-LUMO gap**: 10.398 eV

The geometry in XYZ format:
```
12
Properties=species:S:1:pos:R:3:forces:R:3
C 0.1722 -0.6345 -0.5385 -5.4 -2.9 0.7
C 0.1513 0.5000 0.3929 4.9 2.1 -2.4
N 1.5402 1.0891 -0.0465 -2.7 0.2 1.4
N -1.2588 -1.3364 -0.4554 1.8 0.2 -0.5
N -0.6454 1.1509 1.0896 0.0 0.2 0.4
H 2.3308 0.5104 0.1978 -0.1 0.0 0.2
H 1.6288 2.0396 0.2860 0.3 0.0 0.3
H -1.5844 0.7697 1.1713 0.1 -0.3 -0.2
H -1.4798 -1.6241 0.4946 0.2 0.2 -0.2
H -1.9881 -0.7047 -0.7762 0.3 0.0 0.1
H 0.8723 -1.4095 -0.2307 0.2 0.2 -0.2
H 0.2608 -0.3504 -1.5849 0.4 0.1 0.3
```
Positions in Å, forces in eV/Å.

The Löwdin scheme yields these atomic charges, measured in e: -0.18, -0.44, 0.04, -0.03, 0.14, 0.05, 0.05, 0.05, 0.04, 0.04, 0.11, 0.11

=====

Molecular formula: C2H7N3
Method: DFT, the ωB97M-V functional and the def2-TZVPD basis

Properties
**Energy above the lowest of the compared OMol25 structures with the same formula, charge and spin**: 2.625 eV
**SMILES**: [H]/N=C\N.C=N
**M**: 73.10 Da
**HOMO-LUMO gap**: 10.393 eV

The geometry in XYZ format:
```
12
Properties=species:S:1:pos:R:3:forces:R:3
C 1.1824 -2.8183 -1.5523 -0.1 1.3 -0.4
N 0.4259 -2.2405 -0.6972 -0.1 -2.5 0.0
H 0.8081 -3.1788 -2.5108 0.0 0.6 -0.2
H 2.2694 -2.7769 -1.4221 0.0 -1.1 0.2
H 0.9179 -2.4880 0.1681 0.2 1.8 0.5
N -0.1078 1.4587 1.3095 -0.1 -0.9 0.6
C -0.8662 2.5943 1.0105 -1.8 -2.6 -0.8
N -1.3596 2.8333 -0.1401 -0.6 0.6 0.6
H -0.4913 0.9143 2.0770 0.2 0.6 0.5
H -0.0395 0.7463 0.5887 0.2 0.6 -0.6
H -1.3901 2.9553 1.8952 1.0 1.3 0.1
H -1.3493 2.0003 -0.7264 1.0 0.3 -0.4
```
Positions in Å, forces in eV/Å.

The Löwdin scheme yields these atomic charges, measured in e: -0.14, -0.01, 0.06, 0.06, 0.03, 0.03, -0.37, 0.05, 0.08, 0.07, 0.11, 0.03

=====

Molecular formula: C2H7N3O
Method: DFT, the ωB97M-V functional and the def2-TZVPD basis

Properties
**Energy above the lowest of the compared OMol25 structures with the same formula, charge and spin**: 7.511 eV
**SMILES**: C/C(=N/O)NN
**M**: 89.10 Da
**HOMO-LUMO gap**: 8.806 eV

The geometry in XYZ format:
```
13
Properties=species:S:1:pos:R:3:forces:R:3
C -0.0212 0.3141 -2.0767 2.4 -0.3 1.8
C 0.0104 -0.1590 -0.5990 -2.8 4.3 -0.2
H 1.0665 0.0264 -2.5121 -2.9 1.0 0.8
H -0.7687 -0.3935 -2.3475 -0.9 0.3 -1.9
H -0.2700 1.4519 -1.9667 0.5 -2.3 -1.2
H -1.4538 1.2761 -0.4900 -0.3 0.9 0.4
H 0.0280 1.4690 1.4558 -3.3 -1.6 2.2
H -1.9237 1.1905 2.0009 4.4 -1.3 -2.1
H 0.1825 -1.0794 1.4495 5.1 0.5 0.2
N -0.9852 0.6596 0.1357 1.0 -3.7 -3.3
N -0.8832 0.7511 1.4976 0.0 4.2 2.3
N 0.8602 -0.9607 -0.2197 3.1 -0.7 -2.2
O 1.2827 -1.0028 1.0711 -6.2 -1.2 3.2
```
Positions in Å, forces in eV/Å.

The Löwdin scheme yields these atomic charges, measured in e: -0.04, -0.43, 0.13, 0.05, 0.10, 0.09, 0.16, 0.19, 0.20, -0.17, -0.09, -0.07, -0.12

=====

Molecular formula: C2H7N3O
Method: DFT, the ωB97M-V functional and the def2-TZVPD basis

Properties
**Energy above the lowest of the compared OMol25 structures with the same formula, charge and spin**: 6.717 eV
**M**: 89.10 Da
**HOMO-LUMO gap (spin up / spin down)**: 9.383 / 8.535 eV

The geometry in XYZ format:
```
13
Properties=species:S:1:pos:R:3:forces:R:3
C -0.6136 -0.6510 -2.1840 0.2 -0.4 0.0
C 0.7930 1.0102 1.8239 -0.1 0.0 0.0
N -0.3815 -0.5528 -0.7512 0.0 -0.4 -0.2
N -0.4926 0.5764 1.3273 -0.1 0.6 0.7
N -0.0216 -1.5581 -0.1207 -0.4 0.7 -0.2
O 0.1143 -1.4696 1.1021 0.2 -0.2 -0.4
H -0.7321 1.1743 0.5367 0.1 -0.2 0.1
H 0.0248 0.0706 -2.6971 0.0 0.0 0.1
H -1.6546 -0.3963 -2.3908 0.1 0.0 0.1
H -0.4021 -1.6551 -2.5552 0.0 0.0 -0.1
H 1.1105 0.3668 2.6420 0.0 0.1 0.0
H 1.5930 1.0440 1.0742 -0.1 0.0 0.0
H 0.6626 2.0406 2.1929 0.0 -0.1 0.0
```
Positions in Å, forces in eV/Å.

The Löwdin scheme yields these atomic charges, measured in e: -0.09, -0.21, -0.06, 0.03, -0.11, -0.03, 0.03, 0.07, 0.07, 0.07, 0.06, 0.07, 0.08

=====

Molecular formula: C2H7N3O
Method: DFT, the ωB97M-V functional and the def2-TZVPD basis

Properties
**Energy above the lowest of the compared OMol25 structures with the same formula, charge and spin**: 5.805 eV
**M**: 89.10 Da
**HOMO-LUMO gap**: 9.652 eV

The geometry in XYZ format:
```
13
Properties=species:S:1:pos:R:3:forces:R:3
C 1.7881 -0.2759 -0.2423 2.0 0.3 -4.4
C -1.3401 0.9019 -0.0845 3.3 1.1 3.7
H 2.5888 0.5329 -0.3079 -1.1 -0.7 0.5
H 1.2389 -0.2500 -1.2270 1.1 0.1 0.3
H 2.2996 -1.2665 -0.2912 -0.6 0.6 0.9
H 1.0575 0.0418 1.6545 -1.1 -0.7 -2.6
H -1.7454 1.8489 -0.2035 -1.4 1.5 -0.9
H -2.6450 -0.1793 -0.7969 -0.6 -0.2 1.2
H -0.3091 -0.9306 0.2348 -1.8 -0.6 1.0
N 0.7146 -0.1361 0.6191 -0.7 1.5 4.7
N -0.0871 1.0939 0.3137 -0.7 -0.8 -1.5
N -2.1650 -0.1562 0.1466 -0.8 2.3 -3.5
O -1.3958 -1.2249 0.1843 2.3 -4.4 0.5
```
Positions in Å, forces in eV/Å.

The Löwdin scheme yields these atomic charges, measured in e: -0.17, -0.21, 0.10, 0.10, 0.09, 0.19, 0.09, 0.15, 0.04, -0.19, 0.05, -0.09, -0.16

=====

Molecular formula: C2H7N3O2
Method: DFT, the ωB97M-V functional and the def2-TZVPD basis

Properties
**Energy above the lowest of the compared OMol25 structures with the same formula, charge and spin**: 4.692 eV
**SMILES**: C=[N+]([O-])O.[H]/N=C/N
**M**: 105.10 Da
**HOMO-LUMO gap**: 9.913 eV

The geometry in XYZ format:
```
14
Properties=species:S:1:pos:R:3:forces:R:3
C 1.3685 1.3001 0.9382 -0.2 0.2 0.6
C -2.3447 -0.7332 -0.2410 -0.4 0.0 -0.2
N -2.0481 -0.0925 0.8121 0.1 0.3 0.6
N -1.3847 -1.1450 -1.0968 0.2 -0.2 -0.4
N 1.9522 0.5224 0.1095 0.7 0.0 0.0
O 3.3488 0.4616 0.2253 0.2 0.4 0.4
O 1.4728 -0.1689 -0.7857 -0.3 -0.6 -0.8
H 0.2932 1.3367 0.9258 -0.1 -0.1 -0.2
H 1.9565 1.8094 1.6755 0.2 0.0 0.0
H -3.3612 -1.0228 -0.5523 0.2 0.1 0.2
H -2.8463 0.1181 1.4028 -0.1 -0.1 -0.2
H 3.6607 -0.1776 -0.4377 -0.7 0.1 0.0
H -0.4405 -0.8169 -0.9366 0.0 0.0 0.0
H -1.6273 -1.3917 -2.0389 -0.1 0.0 0.1
```
Positions in Å, forces in eV/Å.

The Löwdin scheme yields these atomic charges, measured in e: 0.10, -0.41, 0.05, 0.08, -0.39, 0.05, -0.04, 0.08, 0.09, 0.12, 0.03, 0.12, 0.05, 0.09

=====

Molecular formula: C2H7N3O2
Method: DFT, the ωB97M-V functional and the def2-TZVPD basis

Properties
**Energy above the lowest of the compared OMol25 structures with the same formula, charge and spin**: 4.345 eV
**SMILES**: [H]/N=C(\C)N.O=NO
**M**: 105.10 Da
**HOMO-LUMO gap**: 10.262 eV

The geometry in XYZ format:
```
14
Properties=species:S:1:pos:R:3:forces:R:3
C 2.0375 0.1476 -0.4826 -4.2 0.5 -0.8
C 0.5916 -0.0581 0.1730 3.6 0.9 0.0
N 0.1201 1.0823 0.7141 0.2 0.0 -0.3
N -0.0022 -1.1733 0.1934 -0.4 -1.7 -1.2
N -2.3878 0.2365 -0.1081 0.6 1.0 -0.4
O -3.2763 0.9871 -0.3956 0.3 -2.3 0.7
O -2.6536 -1.0905 0.0531 -0.4 -0.4 -1.0
H 2.5237 -0.7643 -0.4606 1.2 -1.7 -0.1
H 2.6039 0.9672 -0.1415 0.6 0.8 0.9
H 1.7133 0.4144 -1.5045 0.6 -0.3 0.1
H 0.7180 1.6809 1.2220 1.1 0.5 0.0
H -0.7490 1.0262 1.1431 -1.8 -0.2 0.6
H -1.7105 -1.5685 -0.0112 -1.3 2.1 0.8
H 0.4711 -1.8874 -0.3946 -0.1 0.8 0.7
```
Positions in Å, forces in eV/Å.

The Löwdin scheme yields these atomic charges, measured in e: 0.01, -0.50, 0.13, 0.08, -0.18, 0.02, -0.05, 0.04, 0.05, 0.09, 0.09, 0.05, 0.10, 0.08

=====

Molecular formula: C2H7N3O2
Method: DFT, the ωB97M-V functional and the def2-TZVPD basis

Properties
**Energy above the lowest of the compared OMol25 structures with the same formula, charge and spin**: 6.145 eV
**SMILES**: CNNC(=O)NO
**M**: 105.10 Da
**HOMO-LUMO gap**: 10.131 eV

The geometry in XYZ format:
```
14
Properties=species:S:1:pos:R:3:forces:R:3
C 1.1116 -0.8687 1.3306 0.3 -3.2 -0.6
C -0.6873 0.6343 -1.6124 0.3 -1.8 2.0
H 0.3456 -1.8296 1.5193 1.3 2.7 -1.7
H 0.9992 -0.5178 2.3875 0.9 0.5 -1.1
H 2.1551 -1.4815 1.0901 -2.5 2.1 0.7
H 0.9767 1.2796 0.6775 -0.1 -3.0 -0.5
H 1.2325 0.5546 -1.8517 -0.7 -1.0 2.6
H -2.5013 0.4900 -0.9395 -2.0 0.0 -0.4
H -0.9432 0.1895 0.9654 0.5 -0.8 1.3
N 0.7382 0.2566 0.3797 1.5 2.9 -0.5
N 0.5123 0.2564 -1.0875 3.2 -0.1 -0.1
N -1.6121 0.5841 -0.5544 -0.8 0.0 -0.8
O -0.8359 0.8887 -2.7906 -0.5 0.4 0.9
O -1.4915 -0.4362 0.4858 -1.5 1.3 -1.8
```
Positions in Å, forces in eV/Å.

The Löwdin scheme yields these atomic charges, measured in e: -0.13, -0.58, 0.12, 0.07, 0.11, 0.17, 0.19, 0.10, 0.03, -0.16, 0.05, 0.04, 0.07, -0.07

=====

Molecular formula: C2H7N3O2
Method: DFT, the ωB97M-V functional and the def2-TZVPD basis

Properties
**Energy above the lowest of the compared OMol25 structures with the same formula, charge and spin**: 5.054 eV
**SMILES**: [O-]/[NH+]=C/O.[H]/N=C\N
**M**: 105.10 Da
**HOMO-LUMO gap (spin up / spin down)**: 8.655 / 8.654 eV

The geometry in XYZ format:
```
14
Properties=species:S:1:pos:R:3:forces:R:3
C 0.9039 0.0242 -1.1364 0.1 1.0 -1.3
C -0.9532 0.7475 1.0645 -1.5 1.8 1.1
N 1.1649 -1.0351 -2.0185 0.3 0.2 1.4
N -1.6377 -0.3613 1.0428 2.4 2.1 0.0
N 1.3948 0.2434 -0.0025 -0.4 1.4 0.1
O -2.3575 -0.6707 0.0415 -0.9 -1.0 -0.3
O -0.2345 1.0508 2.2182 -2.3 -2.7 -0.7
H 0.2967 0.9012 -1.5100 0.2 -1.4 -0.1
H -1.4087 1.5135 0.3411 1.5 -1.0 1.0
H 1.0401 -1.9177 -1.5598 0.4 -0.4 0.2
H 0.7080 -1.0740 -2.8932 -0.7 0.5 -0.8
H -1.3586 -0.9923 1.7855 -0.4 -0.9 0.2
H 2.1577 -0.2480 0.3880 0.6 -1.5 0.1
H 0.2843 1.8185 2.2388 0.9 1.6 -0.9
```
Positions in Å, forces in eV/Å.

The Löwdin scheme yields these atomic charges, measured in e: -0.36, -0.19, 0.08, -0.17, 0.08, -0.17, 0.02, 0.13, 0.17, 0.08, 0.06, 0.17, 0.04, 0.07